ORCA calculation (ωB97M-V with the def2-TZVPD basis set) on F4H2N2O13PS4Tl as an isolated structure at a distorted geometry.

Geometry (Å):
1 Tl 0.247 -0.364 0.233
2 N 0.814 1.862 2.021
3 S 2.008 2.851 1.944
4 O 2.382 3.641 3.120
5 O 2.331 3.294 0.614
6 F 3.157 1.727 2.121
7 S -0.282 3.123 2.442
8 O -0.418 4.314 1.596
9 O -0.384 3.277 3.915
10 F -1.621 2.254 2.097
11 N 0.661 -1.359 -2.409
12 S -0.238 -1.536 -3.812
13 O -1.345 -2.492 -3.692
14 O 0.377 -1.370 -5.145
15 F -1.039 -0.093 -3.587
16 S 1.778 -2.153 -3.005
17 O 2.878 -1.458 -3.655
18 O 1.561 -3.569 -3.276
19 F 2.362 -2.308 -1.472
20 P -1.501 -2.422 2.544
21 O -2.151 -2.479 3.976
22 O -1.569 -3.795 1.786
23 O -0.044 -1.976 2.805
24 O -1.990 -1.194 1.730
25 O -2.295 0.741 -0.819
26 H -2.604 1.157 -1.624
27 H -3.075 0.328 -0.448

Force components x, y, z for each atom (eV/Å):
Tl -0.191 0.034 0.245
N -3.012 3.144 0.844
S 7.238 -0.556 0.149
O -1.709 -0.089 -1.833
O -0.769 0.725 0.582
F -0.169 -0.600 -0.199
S -3.912 -0.795 2.840
O 0.813 -2.246 1.182
O 0.371 -0.116 -3.510
F 1.154 0.665 -0.005
N -4.743 1.553 -3.444
S -5.911 1.994 -1.526
O 2.391 1.449 -0.093
O -0.656 -0.389 3.008
F 0.717 -1.053 -0.417
S 9.337 -4.440 3.021
O -1.777 -0.757 0.113
O -0.390 1.773 -0.982
F 0.997 -0.156 0.008
P -0.521 -1.021 0.353
O 0.981 -0.350 -2.131
O -0.360 2.624 1.451
O -0.349 -0.090 0.148
O 0.232 -1.171 0.079
O 0.182 0.068 0.068
H 0.145 0.067 -0.321
H -0.090 -0.264 0.371

Energy above the lowest of the compared OMol25 structures with the same formula, charge and spin: 0.00 kJ/mol
E_HOMO: -5.146 eV
HOMO-LUMO gap: 5.6729 eV
Total charge: -2

Löwdin atomic charge list, values in e, 5 entries: 1.086 -0.340 0.409 -0.303 -0.295

ORCA calculation (ωB97M-V with the def2-TZVPD basis set) on C3H3N3 as an isolated structure at a distorted geometry.

Geometry (Å):
1 N 0.424 0.654 -0.430
2 C -0.039 0.147 0.632
3 C -0.894 0.865 1.541
4 N -1.628 1.392 2.263
5 C -0.010 -2.157 -1.296
6 N 0.832 -1.408 -1.660
7 H 0.858 -0.235 -1.184
8 H 0.217 1.609 -0.691
9 H 0.176 -0.913 0.814

Force components x, y, z for each atom (eV/Å):
N -0.084 0.400 0.514
C -0.032 0.237 -0.187
C -0.636 0.369 0.752
N 0.737 -0.429 -0.671
C 1.104 0.439 -0.617
N -0.964 -0.674 0.492
H 0.128 -0.815 -0.532
H -0.094 0.202 0.242
H -0.158 0.271 0.007

Energy above the lowest of the compared OMol25 structures with the same formula, charge and spin: 281.10 kJ/mol
E_HOMO: -10.320 eV
HOMO-LUMO gap: 8.5123 eV

Löwdin atomic charge list, values in e, 5 entries: 0.158 -0.129 -0.144 0.194 -0.197

ORCA calculation (ωB97M-V with the def2-TZVPD basis set) on C9H13N3S as an isolated structure at a distorted geometry.

Geometry (Å):
1 C -3.584 -0.544 -0.256
2 C -1.474 -0.210 0.227
3 C -2.657 0.464 0.067
4 C -0.208 1.209 0.359
5 C 2.138 2.162 0.244
6 C 1.301 0.539 -1.448
7 C 1.931 -0.319 0.750
8 C -0.946 -2.660 0.299
9 C 1.263 0.911 0.026
10 N -3.033 -1.724 -0.225
11 N -0.871 2.308 0.276
12 N -1.721 -1.508 0.110
13 S -2.492 2.250 0.046
14 H -4.698 -0.418 -0.415
15 H 2.263 2.473 1.344
16 H 3.147 1.979 -0.122
17 H 1.729 3.027 -0.309
18 H 0.908 1.241 -2.105
19 H 2.438 0.289 -1.604
20 H 0.691 -0.436 -1.502
21 H 1.216 -1.030 0.848
22 H 2.709 -0.750 0.256
23 H 2.341 -0.132 1.792
24 H -1.572 -3.181 1.091
25 H -0.860 -3.393 -0.502
26 H 0.042 -2.547 0.756

Force components x, y, z for each atom (eV/Å):
C -2.393 1.242 0.092
C 2.659 4.298 0.514
C 0.567 1.003 -0.448
C -2.449 -2.324 -0.689
C -0.216 0.938 1.245
C 1.725 -3.610 1.250
C -0.748 3.717 2.753
C -0.203 -2.722 2.650
C 0.967 0.570 1.069
N 0.604 -0.591 0.443
N 1.882 -1.916 0.090
N -0.744 0.355 -1.556
S -1.003 -0.983 0.232
H 1.661 -0.369 0.024
H -0.464 -0.572 -1.531
H 0.028 -0.136 -0.117
H 0.164 -0.355 0.299
H -0.519 1.341 -1.162
H -2.285 0.504 -0.443
H 0.984 1.291 -0.472
H -2.185 -2.280 0.417
H 2.214 -0.773 -1.950
H -0.748 0.258 -1.100
H 1.082 -0.080 -0.742
H -0.199 0.603 -0.559
H -0.383 0.591 -0.309

Energy above the lowest of the compared OMol25 structures with the same formula, charge and spin: 363.39 kJ/mol
E_HOMO: -8.228 eV
HOMO-LUMO gap: 8.9522 eV

Löwdin atomic charge list, values in e, 5 entries: -0.173 -0.100 -0.477 -0.136 -0.070